(1)
Below is a 40-piece molecular cluster, H80O40 overall, with properties calculated with wB97M-V/def2-TZVPD.

Structure (ORCA input):
```
! wB97M-V def2-TZVPD RIJCOSX def2/J DEFGRID3
* xyz 0 1
H 0.620 2.492 6.190
H 1.682 3.092 5.248
O 1.335 2.281 5.605
H -0.033 -2.408 -4.446
H -0.688 -3.538 -3.410
O -0.605 -3.103 -4.250
H 1.356 -2.711 1.179
H 2.312 -3.722 0.379
O 1.413 -3.506 0.635
H -2.901 3.477 -1.690
H -3.072 3.463 -3.327
O -2.788 3.898 -2.528
H -1.692 1.636 -0.310
H -0.368 1.029 -0.920
O -1.116 1.645 -1.071
H 1.206 2.232 2.326
O 1.813 2.562 1.683
H -5.030 0.440 -1.089
O -4.839 1.090 -0.385
H 0.311 -4.888 -1.826
H -0.822 -5.338 -2.832
O -0.623 -4.787 -2.065
H -0.316 -1.052 4.263
H -0.307 0.505 4.111
O 0.240 -0.255 4.270
H -3.390 0.032 1.912
H -2.797 -0.297 3.309
O -2.828 0.365 2.617
H 1.427 4.696 -4.237
H 1.020 3.099 -4.192
O 1.719 3.782 -4.219
H 4.785 -0.782 2.720
O 4.337 -1.622 2.830
H -2.134 -3.272 -2.240
H -2.914 -2.751 -3.490
O -2.746 -2.612 -2.551
H 5.046 1.006 0.407
H 3.590 0.971 0.722
O 4.417 0.544 0.960
H 2.662 2.267 -1.038
H 2.698 0.959 -1.788
O 3.235 1.472 -1.170
H -1.437 -0.728 -4.156
H -1.756 0.627 -3.362
O -1.478 0.231 -4.236
H -5.648 -0.065 3.868
H -4.818 -1.363 3.555
O -4.792 -0.489 3.964
H -2.439 -1.473 -1.034
H -1.413 -0.578 0.047
O -2.185 -1.094 -0.187
H 0.746 -0.352 0.921
O 0.758 -0.148 -0.042
H -4.691 1.334 4.555
H -3.622 1.564 3.594
O -4.458 2.014 3.885
H -4.299 -2.475 1.003
O -3.973 -1.823 1.611
H 1.955 -0.200 2.454
H 2.808 -1.409 2.156
O 1.860 -1.125 2.086
H 1.856 3.546 -2.589
H 0.846 3.024 -1.581
O 1.586 3.661 -1.631
H 4.130 4.224 1.083
H 3.140 4.380 0.053
O 4.042 4.025 0.138
H -3.288 1.199 -1.707
H -3.963 0.560 -2.638
O -3.258 1.256 -2.671
H 1.191 0.693 -3.019
H -0.153 0.719 -3.816
O 0.637 1.323 -3.533
H 1.497 -1.364 -1.993
H 2.132 -0.790 -3.271
O 1.270 -1.021 -2.873
H -1.738 5.080 3.322
H -2.413 3.821 2.742
O -1.676 4.135 3.247
H -1.184 -4.537 -0.173
H -0.373 -4.058 0.807
O -1.198 -4.568 0.803
H 1.817 0.588 4.659
H 3.194 1.199 4.413
O 2.634 0.487 4.081
H 2.830 -5.199 1.560
H 1.551 -6.012 2.007
O 2.496 -6.007 1.939
H -4.177 -1.557 -5.446
O -3.867 -1.326 -4.591
H -5.532 -1.317 -2.816
H -6.301 -0.309 -1.992
O -5.505 -0.403 -2.540
H 1.448 0.480 -0.301
H 1.230 2.874 0.982
H -3.160 -1.507 1.158
H -4.177 0.656 0.146
H 3.996 -1.913 3.663
H -3.354 -0.545 -4.860
O 3.658 -4.831 -1.790
H 4.006 -3.990 -1.466
H 4.105 -5.549 -1.333
O -0.442 1.242 1.749
H -0.104 0.608 2.402
H -0.869 1.878 2.345
O -3.956 4.877 2.528
H -4.402 4.169 2.977
H -3.779 4.938 1.593
O 3.234 0.731 -4.412
H 2.279 0.926 -4.524
H 3.495 1.646 -4.239
O 6.221 1.961 -0.699
H 5.574 2.615 -1.008
H 6.349 2.188 0.231
O 0.533 -2.894 3.679
H 1.208 -2.209 3.560
H 0.282 -3.349 4.472
O 5.209 -2.053 -1.232
H 4.788 -1.469 -0.581
H 6.109 -2.102 -0.887
*
```

* orbital gap: 10.32 eV
* E_tot: -83198.190 eV
* relative energy (zero: lowest compared OMol25 entry of this formula, charge and spin): 175.9 kcal per mole
* LUMO energy: -0.2 eV
* M: 720.60 g/mol



(2)
Below is a 2-piece molecular cluster, C6H7O3 overall, with properties calculated with wB97M-V/def2-TZVPD.

Structure (ORCA input):
```
! wB97M-V def2-TZVPD RIJCOSX def2/J DEFGRID3
* xyz -1 1
C -1.135 0.566 0.239
C -0.538 -0.508 0.003
C -2.667 0.392 0.273
C -3.237 -0.039 1.421
C 2.463 0.043 0.126
C 2.796 -0.091 -1.359
O -0.240 -1.607 -0.412
O -3.196 0.578 -0.831
O 3.344 0.396 0.875
H -0.806 1.524 0.614
H -2.552 -0.202 2.222
H -4.239 -0.481 1.323
H 1.593 -0.288 0.567
H 1.872 0.189 -1.939
H 2.959 -1.092 -1.473
H 3.583 0.617 -1.647
*
```

* orbital gap: 6.25 eV
* E_tot: -12475.867 eV
* relative energy (zero: lowest compared OMol25 entry of this formula, charge and spin): 51.0 kcal per mole
* LUMO energy: 3.4 eV
* M: 127.12 g/mol